Formula: N2O6P
Source: OMol25
Level of theory: wB97M-V/def2-TZVPD

Computed properties:
**Energy relative to the best compared isomer or geometry (same formula, charge and spin)**: 72.9 kcal per mole
**Spin multiplicity**: 1
**E_HOMO**: -5.70 eV
**Charge**: -1

```
9
Properties=species:S:1:pos:R:3:forces:R:3
N -0.67999 -0.75328 0.96440 -0.46 -0.54 2.79
N 1.14309 0.11569 -0.73054 -0.17 0.06 1.26
O -0.44139 -0.49167 2.15886 -0.35 -0.44 -1.69
O 1.85509 -0.19968 0.19666 0.83 -0.64 0.86
O -1.57133 0.38793 -1.76420 3.78 1.08 6.43
O -1.10634 -1.82010 0.57361 0.41 0.41 -0.22
O 1.49965 0.21616 -1.85021 0.44 0.16 -2.27
O -0.20917 1.87540 0.59789 -0.25 0.96 0.67
P -0.48961 0.66954 -0.14647 -4.22 -1.05 -7.84
```
Positions in Å, forces in eV/Å.

Atomic partial charges in e from the Mulliken method, atoms 1 to 8:
1. N 0.81
2. N 0.85
3. O -0.50
4. O -0.55
5. O -0.67
6. O -0.54
7. O -0.58
8. O -0.57

---

Formula: C4H6O2
Source: OMol25
Level of theory: wB97M-V/def2-TZVPD

Computed properties:
**Energy relative to the best compared isomer or geometry (same formula, charge and spin)**: 15.0 kcal per mole
**Spin multiplicity**: 1
**E_HOMO**: -9.89 eV

```
12
Properties=species:S:1:pos:R:3:forces:R:3
O 0.53885 -0.29516 1.77749 -0.01 0.18 0.21
C 0.40853 -0.50433 -0.88708 0.11 0.22 -0.20
C -0.84690 -0.68441 -0.05799 -0.15 -0.02 0.00
C -0.56933 0.16924 1.15468 -0.25 0.26 0.02
O -1.14359 1.17641 1.48280 0.25 -0.42 -0.08
C 0.70793 0.68208 -1.40218 -0.03 -0.14 -0.03
H 0.86827 0.41606 2.34510 -0.14 -0.08 0.21
H 1.12036 -1.32180 -0.90054 -0.01 0.05 -0.06
H -1.01395 -1.71924 0.24958 0.14 0.07 -0.08
H -1.73951 -0.33073 -0.57649 0.11 0.08 0.15
H 0.00057 1.50333 -1.34022 0.02 -0.01 0.02
H 1.66877 0.90854 -1.84515 -0.05 -0.18 -0.17
```
Positions in Å, forces in eV/Å.

Atomic partial charges in e from the Mulliken method, atoms 1 to 8:
1. O -0.43
2. C -0.10
3. C -0.47
4. C 0.53
5. O -0.55
6. C -0.68
7. H 0.33
8. H 0.29

---

Formula: C14H21N5OS
Source: OMol25
Level of theory: wB97M-V/def2-TZVPD

Computed properties:
**Energy relative to the best compared isomer or geometry (same formula, charge and spin)**: 0.0 kcal per mole
**Spin multiplicity**: 1
**E_HOMO**: -8.62 eV

```
42
Properties=species:S:1:pos:R:3:forces:R:3
C -3.88467 -0.27255 2.19454 0.22 0.07 -0.03
C -2.37223 -0.42053 2.08170 -0.03 -0.18 0.03
C -1.94081 -1.74497 1.45136 -0.08 0.25 -0.15
C -2.47319 -1.95555 0.03235 -0.07 -0.21 0.24
N -2.01992 -0.94540 -0.89268 0.27 -0.30 0.17
C -2.84746 -0.06976 -1.48986 0.52 0.13 -0.47
O -4.04969 -0.04318 -1.31710 -0.51 0.18 0.06
C -2.13075 0.88500 -2.44207 -0.19 -0.09 0.04
C -2.00022 2.27901 -1.84991 0.48 0.00 0.20
H -2.98505 2.71795 -1.68663 0.05 0.04 0.00
H -1.41729 2.92565 -2.50623 -0.15 -0.01 -0.05
S -1.24465 2.39739 -0.18289 -0.53 0.36 0.05
C 0.27113 1.57633 -0.31312 0.55 -0.18 0.01
N 1.25324 1.87150 0.53224 -0.49 1.02 0.62
N 2.21895 1.02009 0.19355 -0.24 -1.01 -1.05
C 3.44504 0.87942 0.72826 0.49 -0.16 0.13
C 4.23440 -0.09420 0.16553 -0.20 0.25 0.14
C 3.74637 -0.87622 -0.90177 -0.16 0.05 -0.03
N 2.54033 -0.71449 -1.40249 0.26 -0.53 -0.41
C 1.78184 0.22252 -0.86793 0.09 0.66 0.67
N 0.54771 0.57899 -1.17601 -0.02 -0.20 -0.28
C 4.59880 -1.93726 -1.51302 0.04 -0.03 -0.01
H 4.87892 -2.67370 -0.76179 0.07 -0.08 0.03
H 5.51222 -1.50005 -1.91261 0.10 -0.02 -0.03
H 4.05155 -2.42568 -2.31299 0.01 -0.03 -0.02
H 5.23001 -0.26127 0.54257 0.08 0.03 0.08
C 3.81849 1.77583 1.85196 -0.07 0.02 -0.01
H 3.07392 1.69816 2.64293 -0.01 0.03 0.06
H 3.81196 2.81060 1.51121 0.00 0.06 0.02
H 4.80071 1.52448 2.23973 0.03 -0.03 -0.01
H -2.73649 0.97181 -3.34706 -0.01 -0.07 0.04
H -1.14727 0.49516 -2.69911 -0.19 0.08 -0.06
H -1.02317 -0.83687 -1.03053 -0.12 0.10 -0.13
H -2.14889 -2.93851 -0.33021 -0.13 0.07 0.03
H -3.56372 -1.92191 0.02362 0.09 -0.10 -0.03
H -0.84760 -1.78883 1.42756 0.04 -0.10 0.04
H -2.29373 -2.57363 2.06925 0.05 -0.08 0.03
H -1.92634 -0.35633 3.07789 0.05 0.05 -0.02
H -1.97809 0.40910 1.49329 0.05 -0.02 0.06
H -4.31889 -1.13248 2.70119 -0.12 -0.09 0.08
H -4.33754 -0.17709 1.21151 -0.12 -0.01 -0.09
H -4.12798 0.62146 2.76379 -0.11 0.07 0.06
```
Positions in Å, forces in eV/Å.

Atomic partial charges in e from the Mulliken method, atoms 1 to 8:
1. C -1.32
2. C 0.26
3. C -0.67
4. C -0.96
5. N 0.01
6. C 0.57
7. O -0.68
8. C -0.59

---

Formula: C2HCsLiO3
Source: OMol25
Level of theory: wB97M-V/def2-TZVPD

Computed properties:
**Energy relative to the best compared isomer or geometry (same formula, charge and spin)**: 4.0 kcal per mole
**Expectation value of S²**: 0.753
**Spin multiplicity**: 2
**E_HOMO (alpha / beta)**: -4.26 / -6.81 eV

```
8
Properties=species:S:1:pos:R:3:forces:R:3
O 1.83068 -0.86038 -0.21806 -0.45 -0.38 0.16
C 1.10025 -1.82476 0.19330 -2.40 1.55 -0.16
O -1.07301 -0.29316 0.57623 1.13 -1.13 -0.56
C -0.65604 -1.46844 0.41291 2.04 -0.29 -0.31
O -1.38058 -2.51163 0.26973 0.21 -0.08 -0.06
Cs 0.55566 1.84800 -1.05722 -0.04 -0.98 0.54
H 1.55892 -2.68815 0.73900 -0.55 0.42 -0.14
Li -0.58114 -3.79596 -0.76777 0.05 0.88 0.54
```
Positions in Å, forces in eV/Å.

Need the Mulliken charges? In units of e they are:
1. O -0.70
2. C -0.47
3. O -0.67
4. C 0.73
5. O -0.82
6. Cs 0.97
7. H 0.31
8. Li 0.65

---

Formula: C19H18ClN3O2
Source: OMol25
Level of theory: wB97M-V/def2-TZVPD

Computed properties:
**Energy relative to the best compared isomer or geometry (same formula, charge and spin)**: 78.9 kcal per mole
**Spin multiplicity**: 1
**E_HOMO**: -7.69 eV

```
43
Properties=species:S:1:pos:R:3:forces:R:3
Cl 1.30322 -4.93392 -0.82602 1.29 0.63 0.78
N 2.82421 -0.49363 1.02817 0.37 -4.02 1.36
N -2.52067 3.30822 1.04469 -1.73 1.78 -1.62
O -2.16083 3.82361 -0.23220 1.39 1.25 0.13
O -2.33974 -0.57116 -1.16745 1.28 0.44 1.58
C 2.98684 -1.86267 1.14545 5.33 4.11 0.73
C -2.12518 2.10932 1.00273 0.21 -2.70 1.30
C 4.24966 -2.42547 1.70686 -0.91 -0.81 -0.18
C 2.11677 -2.58785 0.34526 -1.73 -2.32 -0.49
C -1.25102 1.84154 -0.07148 0.36 0.14 -0.89
C 4.51948 -3.75742 1.49274 -1.60 1.20 -1.17
C 2.39596 -3.89380 0.10814 1.64 -1.38 0.88
C -1.27398 2.99025 -0.81813 -0.40 -2.17 -0.18
C -0.25304 -1.81069 -0.52689 0.84 0.25 -0.45
C 0.89481 0.69431 0.33832 -2.60 -0.55 -1.54
C 1.60477 -0.45367 0.41627 -0.33 0.21 -0.20
C -1.02326 -0.62910 -0.64378 0.68 -0.06 -0.01
C 1.07447 -1.65997 -0.01739 -1.47 -0.93 -0.71
C -0.43528 0.61127 -0.18041 0.50 0.17 0.20
N 3.61426 -4.46917 0.63183 -1.01 -0.15 0.13
C -2.64487 -1.32776 -2.28166 -0.33 -0.74 -2.33
C -1.58219 0.56612 2.97217 0.64 -2.18 0.21
C -0.45903 4.62901 -2.55886 0.25 0.81 -1.73
C -2.61248 1.10578 2.01735 0.16 2.92 2.56
C -0.69552 3.13927 -2.23509 -0.20 1.18 0.86
H 4.92488 -1.78277 2.29955 -0.57 -0.46 -0.50
H 5.42020 -4.28667 1.83707 -0.72 0.17 -0.30
H -0.51936 -2.83508 -0.88293 -0.26 1.24 0.35
H 1.47474 1.51435 0.67335 -0.50 1.43 0.28
H 3.74698 -5.49829 0.60034 -0.47 1.27 -0.23
H -2.52140 -2.42097 -2.21556 -0.01 0.27 0.56
H -2.06667 -1.03899 -3.17649 0.36 0.11 0.38
H -3.67964 -1.14481 -2.64549 0.40 0.05 0.96
H -1.89898 0.57268 4.02170 -0.23 -0.02 -0.28
H -0.62126 1.05463 2.98225 0.36 0.12 -0.40
H -1.48907 -0.50496 2.66229 0.75 0.67 0.67
H -0.99039 5.28803 -1.91153 -0.40 0.26 0.95
H -0.92562 4.92964 -3.54762 0.93 -0.61 0.76
H 0.60111 4.98428 -2.53535 -0.78 -0.60 -0.13
H -3.14592 0.30778 1.63509 -0.93 -1.43 -1.55
H -3.32245 1.55942 2.74347 -0.01 0.49 -1.15
H 0.28022 2.57839 -2.28589 -1.34 0.22 -0.05
H -1.47472 2.78092 -2.94481 0.79 -0.26 0.46
```
Positions in Å, forces in eV/Å.

Atomic partial charges in e from the Mulliken method, atoms 1 to 8:
1. Cl -0.19
2. N -0.86
3. N -0.82
4. O -0.27
5. O -0.36
6. C 0.23
7. C 0.33
8. C -0.83

---

Formula: C4H9NOS
Source: OMol25
Level of theory: wB97M-V/def2-TZVPD

Computed properties:
**Energy relative to the best compared isomer or geometry (same formula, charge and spin)**: 69.6 kcal per mole
**Spin multiplicity**: 1
**E_HOMO**: -9.34 eV

```
16
Properties=species:S:1:pos:R:3:forces:R:3
C -0.10053 -1.09243 0.08253 -3.40 4.49 1.22
N 1.27822 -1.35842 0.41306 -3.61 0.09 1.00
C 1.81143 -1.26958 1.69431 4.22 -1.21 -1.66
O 3.04744 -1.19888 1.59501 -0.98 0.20 1.89
C -0.39359 -0.12487 -1.26541 2.53 -3.58 1.41
C -0.49775 1.30928 -0.89838 0.94 1.32 0.28
S -2.27402 1.75053 -0.71654 0.80 1.61 -0.68
H -0.90036 -1.83737 0.12676 0.96 -0.95 -0.42
H -0.67284 -0.32725 0.97842 2.12 -2.01 -2.09
H 1.88471 -1.51722 -0.38149 0.42 0.21 0.74
H 1.41370 -1.49583 2.77009 -0.61 0.79 -2.34
H 0.36317 -0.46359 -2.06255 -0.88 0.99 1.06
H -1.34012 -0.47142 -1.58531 -0.86 -0.39 -0.67
H 0.14545 1.57815 -0.00914 -0.96 -0.38 -0.67
H -0.08583 1.94922 -1.69699 -0.55 -0.09 0.15
H -2.66788 0.74245 -0.00493 -0.15 -1.10 0.79
```
Positions in Å, forces in eV/Å.

Atomic partial charges in e from the Mulliken method, atoms 1 to 8:
1. C -0.56
2. N -0.10
3. C 0.15
4. O -0.58
5. C -0.69
6. C -0.58
7. S -0.20
8. H 0.32

---

Formula: C25H42Cl2O2P2Pd
Source: OMol25
Level of theory: wB97M-V/def2-TZVPD

Computed properties:
**Energy relative to the best compared isomer or geometry (same formula, charge and spin)**: 85.7 kcal per mole
**Expectation value of S²**: 6.036
**Spin multiplicity**: 5
**E_HOMO (alpha / beta)**: -13.72 / -13.91 eV
**Charge**: +2

```
74
Properties=species:S:1:pos:R:3:forces:R:3
Pd -1.85085 2.26113 -0.45305 0.79 -0.73 0.48
C 1.20980 1.27901 0.28000 -0.96 -0.07 0.09
C -0.01764 1.64931 1.04476 1.90 -1.30 0.90
C 0.47550 -0.65082 1.29146 0.24 -0.41 -0.20
C 1.43098 -0.10002 0.38080 0.07 -0.30 0.13
C -0.34780 0.38381 1.75319 -0.30 0.31 -0.57
C 2.14614 2.18600 -0.41098 0.24 0.49 0.14
H 1.82524 3.22569 -0.35170 0.04 -0.01 -0.05
H 2.29490 1.91832 -1.46792 0.03 -0.04 0.29
H 3.13647 2.13031 0.07463 -0.25 -0.05 -0.23
C 2.54540 -0.87050 -0.21113 0.11 0.07 -0.29
H 3.04977 -0.29637 -0.99591 -0.03 -0.16 0.16
H 2.16031 -1.80881 -0.64073 0.07 0.12 0.19
H 3.30000 -1.13116 0.55167 -0.27 0.05 -0.15
C 0.49182 -2.06386 1.73695 -0.34 0.10 0.20
H 1.42532 -2.28402 2.28299 -0.22 0.04 -0.22
H 0.45618 -2.73215 0.85638 0.09 0.14 0.15
H -0.35302 -2.27200 2.40676 0.29 -0.06 -0.20
C -1.28019 0.22354 2.88923 -0.24 0.32 0.33
H -0.72356 -0.03246 3.81063 -0.16 0.01 -0.36
H -1.99742 -0.59094 2.72091 0.22 0.08 0.04
H -1.83512 1.14091 3.09833 0.01 -0.11 -0.03
C 0.07768 2.89194 1.88640 -0.75 0.46 -0.46
H 0.85090 2.76454 2.66543 -0.27 0.05 -0.25
H -0.88539 3.09836 2.36241 0.23 0.15 0.16
H 0.34217 3.75026 1.26214 0.04 0.06 0.27
C -2.95653 2.31193 -4.66523 0.26 -0.31 -1.94
C -2.50526 3.54513 -4.43438 -0.34 0.86 -1.90
C -3.29589 4.70132 -3.89482 -0.03 0.04 0.18
C -4.31086 4.29583 -2.77732 0.21 1.19 -0.76
C -3.95387 3.10456 -1.95025 -0.29 0.68 0.90
C -4.57082 1.85235 -2.14966 -2.52 -2.38 0.41
C -5.18359 1.52464 -3.55999 -0.18 -0.50 0.33
C -4.41108 1.90495 -4.84245 -0.06 -0.17 0.22
H -3.82708 5.26225 -4.69970 0.36 -0.44 0.43
H -5.30213 4.21808 -3.26993 0.45 -0.40 0.57
H -2.57245 5.41199 -3.47550 -0.16 -0.03 -0.05
H -4.96866 2.70242 -5.37801 0.51 -0.30 0.38
H -2.25513 1.56653 -5.11529 -0.41 0.86 0.20
H -1.59707 3.88440 -4.98139 -0.24 -0.58 0.95
H -4.44329 1.02438 -5.51991 0.16 0.62 0.39
H -5.41794 0.44255 -3.61560 0.14 0.54 0.35
H -5.38162 1.50755 -1.45528 0.21 1.21 -0.44
H -6.16948 2.02716 -3.63392 0.44 -0.25 0.48
H -4.35920 5.17376 -2.10397 -0.20 -0.50 -0.23
H -3.48910 3.38029 -0.96739 -0.65 -0.15 -0.31
P -0.44804 1.21304 -2.31243 -1.18 0.00 -1.15
C 0.59733 0.67150 -3.66900 0.44 -0.54 0.75
C -0.36273 3.04562 -2.62078 -0.39 -0.46 0.43
P -3.38559 0.58953 -0.86391 -0.01 -0.09 -0.97
C -2.14802 0.52157 -2.50317 1.05 1.34 0.47
C -4.44547 1.04159 0.62168 0.64 1.31 0.35
C -3.05162 -1.08520 -0.24991 0.12 -0.27 -0.38
H 0.71032 -0.40663 -3.59418 0.14 -0.02 -0.19
H 1.55500 1.18226 -3.54473 0.00 -0.10 -0.33
H 0.10185 0.95091 -4.59352 0.00 0.09 -0.21
H -1.17301 3.61998 -2.12818 0.28 -0.02 -0.58
H -0.36369 3.19212 -3.71211 -0.03 0.05 0.66
H 0.56730 3.39175 -2.19998 0.44 0.09 0.02
H -3.78619 -1.75097 -0.68676 -0.08 -0.46 0.01
H -3.12382 -1.11215 0.83700 -0.28 0.09 -0.15
H -2.04514 -1.39872 -0.53865 -0.12 -0.01 -0.27
H -2.09611 -0.54508 -2.75337 0.10 -0.01 0.56
H -2.72146 1.11605 -3.23575 0.56 -0.33 0.78
H -4.01880 0.63847 1.54163 0.05 0.12 -0.20
H -5.43105 0.59102 0.48544 0.05 -0.15 -0.36
H -4.57423 2.12113 0.73961 -0.19 -0.14 0.04
Cl -2.46640 -2.80878 -3.29113 0.07 -0.17 -0.18
C -0.75004 -3.30038 -3.14835 0.21 -0.02 0.46
Cl 0.20366 -2.75240 -4.54259 -0.19 -0.13 -0.03
C -0.09671 -2.71576 -1.85916 0.96 -2.05 0.38
O 0.62187 -3.55624 -1.26307 -0.95 1.61 -0.51
O -0.33232 -1.51797 -1.56012 0.10 0.71 0.11
H -0.71829 -4.39129 -3.09614 -0.04 0.34 -0.18
```
Positions in Å, forces in eV/Å.

Atomic partial charges in e from the Mulliken method, atoms 1 to 8:
1. Pd -0.67
2. C -0.13
3. C 0.57
4. C 1.43
5. C 1.90
6. C 0.81
7. C -1.90
8. H 0.27

---

Formula: C6H5EuNO6
Source: OMol25
Level of theory: wB97M-V/def2-TZVPD

Computed properties:
**Expectation value of S²**: 15.764
**Spin multiplicity**: 8
**E_HOMO (alpha / beta)**: -16.36 / -18.16 eV
**Charge**: +2

```
19
Properties=species:S:1:pos:R:3:forces:R:3
Eu 1.40080 0.99305 0.31006 -4.70 -4.60 -0.01
O 2.79338 -0.09027 -2.37284 -1.53 1.76 3.55
C 2.38332 0.38454 -1.40599 5.10 -3.93 -9.76
C 0.28268 2.73312 0.17931 -6.63 9.33 -0.73
O -0.48242 3.59112 0.10184 2.69 -3.05 0.23
C 2.16648 0.47426 2.11573 4.43 -3.42 10.93
O 2.48842 0.06801 3.14276 -1.09 1.29 -3.36
C 3.07575 2.47962 0.33003 4.36 3.97 -0.06
O 3.93125 3.22224 0.36153 -1.42 -1.26 -0.02
N -2.89702 -1.19023 -0.18942 -0.76 0.41 0.26
C -1.65430 -1.89757 -0.58189 -0.48 -1.73 -0.29
C -0.46500 -1.17479 -0.08159 2.63 0.25 1.91
O 0.36399 -1.70965 0.74815 -2.28 2.50 -2.81
O -0.40489 0.04775 -0.56353 -0.71 -1.50 0.22
H -2.96656 -1.10978 0.83894 -0.06 0.03 -0.42
H -3.73034 -1.71108 -0.50664 0.26 0.18 0.08
H -2.94034 -0.24400 -0.60095 0.08 -0.29 0.18
H -1.69906 -2.89846 -0.15159 -0.01 0.03 -0.09
H -1.64614 -1.96786 -1.67392 0.11 0.03 0.19
```
Positions in Å, forces in eV/Å.

Atomic partial charges in e from the Mulliken method, atoms 1 to 8:
1. Eu 0.92
2. O -0.11
3. C 0.37
4. C 0.31
5. O -0.13
6. C 0.33
7. O -0.12
8. C 0.13

---

Values of max |F|, in order: 8.966, 0.495, 1.476, 2.862, 6.770, 5.760, 3.487, 12.273, all in eV Å⁻¹.